Entry 1:
{
  "formula": "C3Cl3O",
  "method": "ωB97M-V/def2-TZVPD",
  "e_homo_ev": -15.431,
  "total_energy_ev": -42713.0543,
  "total_charge": 1,
  "homo_lumo_gap_ev": 8.22,
  "species": ["C", "C", "C", "O", "Cl", "Cl", "Cl"],
  "xyz": [[0.113, -0.746, -0.021], [-0.819, 0.334, 0.059], [1.051, 0.236, 0.022], [-0.100, 1.346, 0.106], [0.023, -2.427, -0.003], [-2.831, 0.523, -0.093], [2.564, 0.733, -0.069]],
  "forces_ev_per_angstrom": [[0.6739, -0.8365, 0.4290], [-6.3457, -0.1039, -0.7568], [-0.7083, -0.4366, -0.1888], [0.8134, 1.3135, 0.1525], [0.0998, 0.7093, -0.1401], [4.9548, -0.6058, 0.4742], [0.5121, -0.0400, 0.0299]]
}

---

Entry 2:
{
  "formula": "C2H4N2O3",
  "method": "ωB97M-V/def2-TZVPD",
  "e_homo_ev": -10.537,
  "total_energy_ev": -11258.1434,
  "smiles": "O=CNC[N+](=O)[O-]",
  "total_charge": 0,
  "homo_lumo_gap_ev": 10.26,
  "species": ["O", "C", "N", "C", "N", "O", "O", "H", "H", "H", "H"],
  "xyz": [[2.001, 1.072, -0.773], [1.724, -0.070, -0.605], [0.654, -0.482, 0.174], [-0.424, 0.425, 0.572], [-1.659, 0.112, -0.096], [-1.674, -1.035, -0.458], [-2.566, 0.888, -0.003], [2.247, -0.989, -0.997], [0.392, -1.575, 0.062], [-0.551, 0.207, 1.707], [-0.144, 1.445, 0.418]],
  "forces_ev_per_angstrom": [[0.6841, 1.1210, -0.5215], [-1.1302, -1.8105, 0.6872], [-0.7458, -2.8503, -0.7718], [2.9703, -0.9699, 2.7953], [0.0127, -0.9481, 1.2627], [-1.5766, -0.9739, -1.3940], [-0.6701, 0.5165, -0.5871], [0.0896, 0.8689, 0.0764], [0.6587, 3.8007, 0.5202], [-0.4747, 0.7310, -1.9489], [0.1819, 0.5146, -0.1185]]
}

---

Entry 3:
{
  "formula": "C23H26ClN3O3",
  "method": "ωB97M-V/def2-TZVPD",
  "e_homo_ev": -8.678,
  "total_energy_ev": -47409.0836,
  "smiles": "Cc1ccc(C(=O)N/C(=C\\c2ccc(Cl)cc2)C(=O)NCCN2CCOCC2)cc1",
  "total_charge": 0,
  "homo_lumo_gap_ev": 8.71,
  "species": ["C", "C", "C", "C", "C", "C", "O", "N", "C", "C", "C", "C", "C", "C", "Cl", "C", "C", "C", "O", "N", "C", "C", "N", "C", "C", "O", "C", "C", "C", "C", "H", "H", "H", "H", "H", "H", "H", "H", "H", "H", "H", "H", "H", "H", "H", "H", "H", "H", "H", "H", "H", "H", "H", "H", "H", "H"],
  "xyz": [[-4.550, 0.349, -0.348], [-3.171, 0.924, -0.260], [-2.058, 0.164, -0.598], [-0.782, 0.686, -0.504], [-0.599, 1.992, -0.062], [0.745, 2.602, 0.087], [1.017, 3.725, -0.283], [1.719, 1.820, 0.654], [1.608, 0.568, 1.281], [0.677, 0.227, 2.185], [-0.383, 1.060, 2.732], [-1.643, 0.498, 2.943], [-2.691, 1.261, 3.415], [-2.478, 2.598, 3.712], [-3.788, 3.563, 4.288], [-1.223, 3.167, 3.556], [-0.186, 2.401, 3.062], [2.579, -0.484, 0.846], [2.735, -1.518, 1.470], [3.272, -0.184, -0.278], [4.083, -1.169, -0.950], [3.435, -1.620, -2.265], [2.023, -1.915, -2.103], [1.359, -2.068, -3.388], [-0.140, -2.264, -3.163], [-0.403, -3.383, -2.353], [0.266, -3.271, -1.117], [1.773, -3.103, -1.298], [-1.712, 2.777, 0.223], [-2.981, 2.243, 0.136], [-5.027, 0.666, -1.276], [-4.522, -0.737, -0.335], [-5.165, 0.700, 0.478], [-2.197, -0.855, -0.934], [0.069, 0.080, -0.783], [2.635, 2.255, 0.675], [0.691, -0.808, 2.502], [-1.803, -0.544, 2.708], [-3.668, 0.825, 3.557], [-1.065, 4.203, 3.811], [0.790, 2.846, 2.946], [2.961, 0.596, -0.839], [4.203, -2.003, -0.257], [5.070, -0.748, -1.167], [4.000, -2.482, -2.662], [3.510, -0.805, -2.992], [1.518, -1.166, -3.983], [1.759, -2.934, -3.945], [-0.648, -2.446, -4.112], [-0.553, -1.356, -2.699], [0.047, -4.187, -0.567], [-0.123, -2.409, -0.555], [2.228, -2.986, -0.316], [2.186, -4.005, -1.784], [-1.563, 3.801, 0.529], [-3.837, 2.855, 0.380]],
  "forces_ev_per_angstrom": [[-0.0106, 0.0275, -0.0610], [0.0793, 0.0139, -0.0051], [-0.0590, -0.0078, -0.0130], [0.0813, 0.2047, -0.0514], [-0.3895, 0.0339, -0.3018], [0.0391, 0.0460, -0.1955], [-0.1250, 0.1666, 0.0707], [0.5324, -0.0394, 0.0277], [-0.4645, -0.2669, 0.6829], [0.6063, -0.0840, -0.3262], [-0.2472, 0.2277, 0.2616], [0.2421, 0.0986, -0.0601], [-0.0717, 0.1571, 0.0972], [0.2145, -0.1955, -0.0908], [-0.1853, 0.1360, 0.0753], [-0.0993, 0.0262, 0.0596], [-0.0229, -0.1495, 0.1222], [0.0374, 0.0937, -0.0495], [-0.0393, -0.2092, 0.1393], [0.1909, 0.2592, -0.1888], [0.0833, -0.2342, -0.0981], [-0.0745, 0.0843, 0.1906], [0.0782, -0.0536, -0.1519], [-0.3335, -0.0121, 0.0496], [0.2092, 0.1727, -0.3022], [-0.0708, -0.1477, -0.0460], [0.3207, -0.1111, 0.2013], [-0.3105, -0.0206, 0.1061], [0.1837, -0.0220, -0.0809], [0.0132, -0.0509, -0.0568], [-0.0942, -0.0240, -0.0342], [-0.0561, -0.0747, 0.0056], [-0.0940, -0.0178, 0.0504], [-0.0072, -0.1252, -0.0451], [0.0811, -0.0883, -0.0183], [-0.1876, 0.0761, -0.0457], [0.0577, -0.0877, -0.0855], [-0.0205, -0.1270, -0.0268], [-0.1062, -0.0164, 0.0177], [-0.0120, 0.0966, 0.0291], [0.0939, 0.0561, -0.0390], [-0.1070, -0.0503, 0.1723], [0.0656, 0.1009, -0.0921], [-0.0526, -0.1358, 0.0384], [-0.0124, 0.0767, -0.0225], [0.0407, -0.0693, -0.0326], [0.0007, -0.0327, -0.0279], [-0.0121, 0.0514, -0.0100], [0.0287, 0.0894, 0.0446], [0.0129, -0.0316, -0.0556], [0.0280, 0.0874, 0.0388], [0.0165, -0.0387, 0.0165], [0.0209, -0.0495, 0.0086], [-0.0007, 0.0144, 0.0138], [0.0145, 0.1015, 0.0355], [-0.1064, 0.0750, 0.0590]]
}

---

> Which formula does entry 3 have?

C23H26ClN3O3